DFT (the ωB97M-V functional and the def2-TZVPD basis) results for a gas-phase ion, C2H5BrN (charge +1) in a non-equilibrium geometry.

Geometry as ORCA input:
```
! wB97M-V def2-TZVPD RIJCOSX def2/J DEFGRID3
* xyz 1 1
C -1.06 0.51 0.23
C 0.67 -0.84 -0.02
N 0.39 0.59 0.04
Br 1.07 -1.45 -1.74
H -1.50 0.09 -0.74
H -1.46 0.08 1.17
H 0.30 -1.32 0.93
H 0.67 1.16 -0.72
H 0.93 1.17 0.86
*
```

Kohn-Sham gap (spin up / spin down) ... 8.46 / 9.18 eV
Energy relative to the best compared isomer or geometry (same formula, charge and spin) ... 66.2 kcal/mol
LUMO energy (spin up / spin down) ... -5.65 / -5.68 eV
F_max ... 0.1069 Eh/bohr
Calculated total energy ... -2707.541510 hartree

Which charges does Mulliken predict for the atoms? In e, they are: -0.552, -0.191, -0.238, 0.072, 0.354, 0.384, 0.434, 0.338, 0.400